[1]
Molecular formula: C25H29N3O8
Method: DFT, ωB97M-V with the def2-TZVPD basis set

```
! RIJCOSX wB97M-V def2-TZVPD def2/J DEFGRID3
* xyz 0 1
C 0.11975 2.95260 5.38806
H -0.75647 2.44934 5.80881
O 0.35971 2.54908 4.06183
C 0.62056 1.23316 3.82325
C 0.68027 0.25263 4.80004
C 0.95779 -1.06813 4.44263
C 1.18210 -1.41040 3.11749
C 1.12117 -0.41734 2.14403
C 0.83830 0.89494 2.48855
H 0.77984 1.66495 1.73676
N 1.34507 -0.68895 0.78702
C 1.53213 -1.88565 0.18541
O 1.57254 -2.96501 0.73503
C 1.72178 -1.76943 -1.33477
N 0.84391 -0.78850 -1.93423
C 1.42521 0.38865 -2.35065
O 2.63249 0.52660 -2.36770
N 0.56971 1.39457 -2.75092
C -0.80864 1.29070 -2.87651
O -1.47519 2.24451 -3.22698
C -1.34631 -0.01623 -2.53195
C -0.51893 -1.01081 -2.00402
C -1.10447 -2.19610 -1.57493
C -2.47148 -2.42762 -1.69022
C -3.30236 -1.42802 -2.25639
C -2.71909 -0.24151 -2.64894
H -3.30010 0.56716 -3.06100
O -4.64186 -1.68348 -2.38043
C -5.46358 -0.68283 -2.93342
H -5.16810 -0.44148 -3.95879
H -6.46781 -1.10401 -2.93588
H -5.45269 0.22745 -2.32675
O -2.85074 -3.63895 -1.22789
C -4.20219 -4.04672 -1.19996
H -4.81265 -3.37818 -0.59056
H -4.18521 -5.03793 -0.74746
H -4.62609 -4.11053 -2.20353
H -0.52845 -2.98585 -1.12394
C 1.15132 2.72409 -2.78600
H 2.18979 2.62858 -3.10449
H 0.58314 3.33706 -3.48509
C 1.06394 3.31660 -1.36250
H 0.00953 3.50588 -1.13467
O 1.51338 2.37220 -0.40259
C 2.87138 2.66305 -0.11628
H 3.10906 2.21030 0.84710
C 2.94651 4.18884 -0.11247
H 3.95085 4.55287 -0.31325
H 2.61745 4.56864 0.85487
C 1.94418 4.57242 -1.20837
H 1.35140 5.44103 -0.93114
H 2.45309 4.78834 -2.14720
H 3.51529 2.22950 -0.89213
H 1.57713 -2.75316 -1.78598
H 2.74761 -1.43995 -1.53197
H 1.35767 0.14431 0.20882
H 1.39952 -2.41979 2.82059
O 0.99005 -1.95128 5.47715
C 1.26109 -3.30436 5.19272
H 0.50924 -3.73183 4.52289
H 1.22663 -3.81831 6.15219
H 2.25294 -3.42959 4.74827
H 0.51894 0.46216 5.84380
H -0.06842 4.02421 5.34094
H 0.98749 2.76510 6.02848
*
```

Calculated values
SMILES: COc1cc(NC(=O)Cn2c(=O)n(C[C@@H]3CCCO3)c(=O)c3cc(OC)c(OC)cc32)cc(OC)c1
HOMO level: -8.1 eV
Energy relative to the best compared isomer or geometry (same formula, charge and spin): 4.4 kJ/mol


[2]
Molecular formula: C2H8O2P2S
Method: DFT, ωB97M-V with the def2-TZVPD basis set

```
! RIJCOSX wB97M-V def2-TZVPD def2/J DEFGRID3
* xyz 0 1
C 0.56750 -0.35692 -2.47183
C 0.04763 0.76877 -1.54210
O -1.54293 -1.73621 -0.02865
O -1.92647 0.26405 1.28543
P 0.22802 1.01042 2.67894
P 0.48435 -1.08068 2.30079
S -0.99892 -0.53772 0.53187
H 1.40577 -0.85874 -2.07998
H -0.21429 -0.89616 -2.99150
H 0.89682 0.05579 -3.43168
H -0.88852 1.21408 -1.71086
H 0.66009 1.32402 -0.87769
H 1.01992 1.06194 3.84032
H -0.96883 0.76632 3.36450
H 1.22986 -0.99895 1.13245
*
```

Calculated values
HOMO level (spin up / spin down): -8.5 / -8.5 eV
Energy relative to the best compared isomer or geometry (same formula, charge and spin): 399.7 kJ/mol


[3]
Molecular formula: C38H46BN4OP3S3Tc
Method: DFT, ωB97M-V with the def2-TZVPD basis set

```
! RIJCOSX wB97M-V def2-TZVPD def2/J DEFGRID3
* xyz -2 4
Tc 0.04093 0.41428 0.74555
S 1.60331 4.76947 0.95172
C 0.76353 3.16615 0.83360
S 0.15736 2.30075 2.19237
S 0.48694 2.31650 -0.63485
C 3.47826 0.35378 1.81084
P 2.45055 0.83269 0.38304
C 2.97747 -0.37722 -0.89254
N 4.21192 -0.88182 -0.83592
C 4.51036 -1.83415 -1.77847
C 5.78497 -2.41220 -1.79666
C 6.12452 -3.38398 -2.72790
C 5.18598 -3.79913 -3.66865
C 3.91681 -3.23877 -3.67188
C 3.55058 -2.25659 -2.74144
N 2.28501 -1.73429 -2.77214
C 2.01699 -0.80075 -1.84417
P 0.35919 -0.05913 -1.70980
C -0.58223 -1.41427 -0.80949
C -0.41270 -0.17090 -3.42168
C -0.70706 -1.59036 -3.89884
C 0.49823 0.53080 -4.43032
C -1.73470 0.59195 -3.37334
C 3.39019 2.49284 -0.15071
C 2.65958 3.15568 -1.41448
C 4.84812 2.29627 -0.55236
C 3.36105 3.43772 1.04782
H 4.54557 0.36890 1.59137
H 3.20941 -0.65583 2.12220
H 3.28250 1.02266 2.65118
H 6.51044 -2.08628 -1.06012
H 7.11819 -3.81829 -2.71870
H 5.44301 -4.55993 -4.39761
H 3.18130 -3.56005 -4.40059
H -1.65319 -1.20263 -0.78952
H -0.20722 -1.50740 0.31770
H -0.43053 -2.39852 -1.25811
H 0.18902 -2.20877 -3.94161
H -1.13734 -1.56217 -4.90841
H -1.43497 -2.09093 -3.25676
H 1.44910 0.00798 -4.55213
H 0.71545 1.56026 -4.12803
H 0.01665 0.56920 -5.41388
H -2.43736 0.14027 -2.67289
H -2.20957 0.59482 -4.36196
H -1.59090 1.63120 -3.07143
H 2.73029 2.50134 -2.28754
H 3.13102 4.11443 -1.69417
H 1.57366 3.38733 -1.24319
H 4.94324 1.67922 -1.44672
H 5.43968 1.83401 0.23968
H 5.30278 3.26625 -0.77724
H 2.25689 3.54246 1.45000
H 3.78294 4.39702 0.75551
H 3.95539 3.09234 1.90629
O -1.64719 1.23795 0.19000
B 1.87916 -4.08742 1.20146
C 1.30171 -2.64252 1.05353
N 0.86335 -1.57317 0.94890
H 1.10290 -4.87666 0.69650
H 2.01736 -4.33575 2.38169
H 2.94801 -4.13724 0.63464
N -1.21792 -0.20484 2.24390
P -2.82461 0.09963 2.21110
C -3.18164 1.09905 3.72191
C -4.45281 1.02712 4.30711
C -4.76638 1.77548 5.43222
C -3.81724 2.62328 5.98207
C -2.56199 2.71263 5.39923
C -2.24803 1.95484 4.27834
C -3.19949 1.09437 0.65186
C -2.55670 2.41872 0.40370
C -2.88319 3.16854 -0.78789
C -3.79757 2.64036 -1.67083
C -4.41606 1.39143 -1.43967
C -4.12887 0.62449 -0.30033
C -3.51256 -1.60416 2.17559
C -4.28839 -2.10232 3.22314
C -4.79049 -3.39738 3.17857
C -4.52442 -4.20786 2.08820
C -3.74844 -3.72002 1.04462
C -3.24553 -2.43043 1.09064
H -5.21447 0.38766 3.87946
H -5.75304 1.70262 5.87490
H -4.05586 3.21592 6.85762
H -1.81743 3.37899 5.81683
H -1.26972 2.04562 3.84790
H -1.87606 2.84828 1.13723
H -2.41688 4.12602 -0.97230
H -4.05180 3.19610 -2.56742
H -5.13379 1.01598 -2.15997
H -4.63250 -0.32275 -0.15285
H -4.50058 -1.49443 4.09026
H -5.38958 -3.77357 3.99954
H -4.91500 -5.21772 2.05023
H -3.53161 -4.34813 0.18990
H -2.64523 -2.07296 0.27583
*
```

Calculated values
Expectation value of S²: 3.799
HOMO level (spin up / spin down): 0.2 / -0.2 eV
Energy relative to the best compared isomer or geometry (same formula, charge and spin): 284.0 kJ/mol


[4]
Molecular formula: C31H69BN3O26
Method: DFT, ωB97M-V with the def2-TZVPD basis set

```
! RIJCOSX wB97M-V def2-TZVPD def2/J DEFGRID3
* xyz -1 1
O 4.06740 -21.84386 -15.15402
C 4.02634 -20.76617 -15.83422
O 4.90407 -19.76095 -15.68417
B 4.49919 -18.60623 -16.59037
O 3.24904 -19.03846 -17.23229
C 2.90708 -20.33019 -16.81859
O 1.93103 -21.02318 -17.12899
O 5.57917 -18.29232 -17.54540
C 6.19444 -17.15369 -17.22501
O 7.27469 -16.75571 -17.73139
C 5.43275 -16.46234 -16.05266
O 4.31964 -17.32921 -15.85683
O 5.72074 -15.46168 -15.40597
C 0.88757 -17.75970 -14.28732
N 0.97896 -19.08444 -13.65248
O 0.35461 -19.95874 -14.28394
O 1.48003 -19.39680 -12.53813
H 0.91138 -17.02117 -13.48600
H -0.11126 -17.64349 -14.70794
H 1.72808 -17.53337 -14.94339
C 8.52658 -13.67919 -17.81846
N 9.89438 -13.25787 -18.20911
O 9.89394 -12.45558 -19.14592
O 10.90034 -13.70369 -17.60209
H 8.73545 -14.63946 -17.34690
H 8.02387 -13.77800 -18.78055
H 7.94558 -13.02459 -17.16882
C 5.37786 -12.79093 -13.88976
N 5.98579 -12.50568 -12.61017
O 6.57363 -13.39952 -11.93940
O 5.83301 -11.41874 -12.15411
H 6.15932 -13.36758 -14.38463
H 5.24291 -11.82920 -14.38466
H 4.46038 -13.36843 -13.77647
C -2.15131 -23.13419 -22.83526
O -1.11955 -22.41469 -22.08753
C 0.24318 -23.13231 -22.15008
C 1.36430 -22.01346 -22.23699
O 1.11557 -21.12267 -21.10439
C 2.32960 -20.77525 -20.36097
H -2.18576 -22.68434 -23.82750
H -3.11868 -23.01599 -22.34708
H -1.80036 -24.15047 -23.01442
H 0.40060 -23.85463 -22.95106
H 0.44742 -23.70447 -21.24509
H 1.26897 -21.59525 -23.23904
H 2.30730 -22.55602 -22.16984
H 2.59248 -21.49263 -19.58357
H 2.15171 -19.90272 -19.73235
H 3.20451 -20.47222 -20.93612
C 4.49136 -13.53078 -19.20740
O 4.10816 -14.19437 -18.03856
C 3.80445 -13.27739 -17.02857
C 2.67332 -13.80618 -16.17155
O 1.40812 -13.79161 -16.75402
C 1.22675 -14.61375 -17.87590
H 5.05085 -14.33342 -19.68787
H 5.22905 -12.78008 -18.92393
H 3.69183 -13.06012 -19.77952
H 3.49672 -12.30303 -17.40808
H 4.68480 -13.15402 -16.39780
H 2.60045 -13.12648 -15.32255
H 2.86740 -14.78777 -15.73925
H 1.38063 -15.69266 -17.85628
H 1.60703 -14.22544 -18.82073
H 0.20389 -14.48607 -18.23026
C -2.98698 -23.97700 -14.75029
O -1.59761 -24.01155 -15.09450
C -0.88620 -23.46820 -14.02203
C 0.51407 -23.21536 -14.52219
O 1.00408 -24.29829 -15.43911
C 2.43367 -24.38951 -15.77626
H -3.33433 -24.74048 -14.05419
H -3.49136 -24.31926 -15.65392
H -3.45399 -23.05292 -14.40956
H -0.81038 -23.79987 -12.98648
H -1.21791 -22.45952 -13.77579
H 1.16482 -23.14169 -13.65086
H 0.43903 -22.21860 -14.95686
H 2.65947 -23.75721 -16.63492
H 2.66718 -25.43163 -15.99438
H 3.05028 -24.21259 -14.89501
C -1.20686 -20.13872 -23.94688
O -1.03861 -19.81030 -22.56040
C -1.15745 -18.42693 -22.25833
C -1.29569 -18.26606 -20.79121
O -0.59439 -19.27539 -20.08163
C -0.32832 -18.85200 -18.75128
H -2.25722 -20.17460 -24.23594
H -0.70042 -21.07116 -24.19620
H -0.71868 -19.33075 -24.49183
H -2.06838 -18.06400 -22.73434
H -0.44411 -17.68346 -22.61398
H -2.34578 -18.19976 -20.50659
H -1.06642 -17.27168 -20.40815
H 0.01734 -17.82048 -18.68355
H 0.47512 -19.41902 -18.28110
H -1.18940 -18.99879 -18.09930
C 11.17563 -17.10710 -17.01828
O 9.98574 -17.60204 -16.39062
C 10.06380 -18.85823 -15.75700
C 8.69731 -19.31154 -15.28548
O 8.98557 -20.35345 -14.31656
C 7.80861 -20.88814 -13.63673
H 12.01561 -17.80147 -16.99923
H 11.51267 -16.14986 -16.62055
H 11.01740 -16.93892 -18.08354
H 10.73554 -18.91334 -14.90035
H 10.42583 -19.65522 -16.40648
H 8.12516 -19.76111 -16.09705
H 8.12841 -18.46164 -14.90848
H 8.07745 -21.75348 -13.03092
H 6.94796 -20.92335 -14.30467
H 7.54511 -20.18920 -12.84291
C 7.60145 -19.97552 -19.48467
O 6.85119 -20.85918 -18.81078
C 6.75777 -22.09657 -19.55468
C 5.97738 -23.10836 -18.83588
O 6.38227 -24.31828 -19.41544
C 5.57279 -25.49469 -19.10380
H 7.19434 -19.66529 -20.44703
H 8.58620 -20.36764 -19.73883
H 7.88500 -19.12202 -18.86885
H 7.76462 -22.47192 -19.73758
H 6.30369 -21.99184 -20.54005
H 4.91236 -22.99004 -19.03546
H 6.19538 -22.97667 -17.77605
H 4.53761 -25.38976 -19.42855
H 5.62568 -25.77715 -18.05237
H 6.09314 -26.30883 -19.60830
*
```

Calculated values
HOMO level: -6.9 eV


[5]
Molecular formula: C5H10O2
Method: DFT, ωB97M-V with the def2-TZVPD basis set

```
! RIJCOSX wB97M-V def2-TZVPD def2/J DEFGRID3
* xyz 0 1
C -2.30551 -0.55565 0.03874
C -1.00565 0.20116 -0.07508
O -1.04963 1.40873 0.64865
C 0.33879 -0.47237 0.15951
C 1.27654 0.20558 -0.79946
C 2.30805 0.04749 0.33954
O 1.19410 -0.09277 1.26923
H -3.06018 0.08202 -0.43252
H -2.22367 -1.47473 -0.55177
H -2.62061 -0.78761 1.05780
H -0.90511 0.35189 -1.19564
H -0.21560 1.47171 1.14736
H 0.30109 -1.56825 0.08470
H 1.10728 -0.14663 -1.82621
H 1.00735 1.26685 -0.80708
H 2.92275 0.91799 0.59536
H 2.93001 -0.85541 0.34688
*
```

Calculated values
HOMO level: -9.9 eV
Energy relative to the best compared isomer or geometry (same formula, charge and spin): 285.1 kJ/mol


[6]
Molecular formula: C21H16BCl5NO4SSn
Method: DFT, ωB97M-V with the def2-TZVPD basis set

```
! RIJCOSX wB97M-V def2-TZVPD def2/J DEFGRID3
* xyz 0 2
Sn 0.53245 -0.74037 2.75181
Cl -7.07855 0.13094 2.87917
C -5.35801 0.21892 2.83455
C -4.59092 -0.93971 2.85865
Cl -5.36398 -2.47632 2.94896
C -3.20075 -0.86216 2.81061
Cl -2.25760 -2.31496 2.83191
C -2.51861 0.36457 2.75193
O -1.22319 0.49699 2.70446
C -3.32842 1.52378 2.74477
Cl -2.51799 3.04273 2.69461
C -4.71218 1.45563 2.77947
Cl -5.64371 2.90286 2.76133
O 0.63528 0.03576 4.83266
N 1.66728 0.69803 5.33532
C 1.57515 1.06938 6.63325
C 2.60691 1.70086 7.26469
C 3.77270 1.97431 6.54519
C 3.83100 1.63914 5.21641
C 2.75694 0.99619 4.58203
S 2.78965 0.56518 2.92400
H 0.63709 0.81819 7.10330
H 2.50621 1.97406 8.30458
H 4.61749 2.44577 7.02845
H 4.70194 1.84958 4.61264
C 1.79919 -0.39361 -6.26165
C 0.83516 -1.29005 -5.47048
C -0.47161 -1.46659 -6.25599
C 1.48725 -2.66671 -5.31824
C 0.54171 -0.64177 -4.11581
C -0.05845 0.62258 -4.08252
C -0.34111 1.29748 -2.90012
C 0.00132 0.65892 -1.73254
O -0.15300 1.08253 -0.42001
B 0.36014 0.06458 0.33205
O 0.81519 -0.99162 -0.43570
C 0.58617 -0.58904 -1.74616
C 0.86780 -1.26616 -2.91036
H 2.04496 -0.86247 -7.21831
H 2.72755 -0.24738 -5.70450
H 1.36679 0.58743 -6.46567
H -0.26627 -1.95387 -7.21286
H -0.95732 -0.51102 -6.46062
H -1.17168 -2.09286 -5.69815
H 1.68112 -3.08478 -6.30759
H 0.83328 -3.35998 -4.78432
H 2.44144 -2.59909 -4.79090
H -0.31895 1.10667 -5.01593
H -0.80903 2.27331 -2.89602
H 1.32215 -2.24590 -2.86231
*
```

Calculated values
Expectation value of S²: 0.766
HOMO level (spin up / spin down): -7.8 / -8.1 eV